[1]
The following is a DFT calculation (wB97M-V/def2-TZVPD) of a molecular structure, C35H72BFO5PV at a distorted geometry.

XYZ file:
```
116
Properties=species:S:1:pos:R:3:forces:R:3
V -2.667721 0.260202 1.706203 0.21 1.86 -1.78
C 2.647762 6.188611 -3.489841 0.17 -0.04 -0.53
C 1.441084 5.454721 -4.073609 -0.33 0.58 -0.18
C 0.880614 4.359519 -3.180651 0.39 -0.21 0.84
C 1.789060 3.126193 -3.098871 0.32 -0.02 -0.01
P 1.417031 1.959717 -1.774469 -0.40 -1.09 -0.60
C 0.947136 2.787791 -0.264292 -0.49 0.02 -0.10
C 1.994138 3.690544 0.371236 0.31 -0.27 -0.04
C 1.619039 4.107597 1.788187 0.44 0.35 0.32
C 0.234417 4.721202 1.951472 0.37 -0.11 0.44
C -0.003444 0.937901 -2.242964 -0.24 0.54 0.66
C -0.144885 0.592133 -3.715813 0.49 -0.05 -0.17
C -1.380628 -0.256990 -3.974059 -0.57 0.08 0.24
C -2.676347 0.510745 -3.721874 -0.48 -0.13 0.15
C 2.836117 0.877369 -1.535330 0.69 1.12 0.68
C 2.834454 0.075639 -0.218850 0.17 -0.26 -0.84
C 4.216320 -0.510819 0.065303 0.12 -0.63 0.27
C 4.758855 -1.345630 -1.088143 0.06 0.40 -0.39
H 3.017193 6.902916 -4.227969 -0.08 0.08 0.05
H 3.496732 5.523677 -3.314373 -0.10 -0.02 0.28
H 2.396402 6.758668 -2.595953 0.04 -0.19 0.14
H 1.682290 5.116965 -5.084929 -0.05 -0.30 0.10
H 0.642858 6.191816 -4.204008 0.03 -0.02 -0.07
H -0.137078 4.050167 -3.427587 0.04 0.07 -0.31
H 0.812692 4.781940 -2.169817 -0.10 0.06 -0.09
H 2.840227 3.381569 -2.922426 -0.10 0.28 -0.10
H 1.770206 2.580215 -4.045667 0.06 -0.11 0.07
H 0.573306 2.009457 0.406130 0.17 -0.11 0.12
H 0.033001 3.321633 -0.554317 0.10 0.19 0.14
H 2.178248 4.537915 -0.296800 -0.07 0.15 0.21
H 2.945907 3.152131 0.443076 0.00 0.02 -0.12
H 2.354118 4.831067 2.157320 0.01 0.09 -0.29
H 1.796655 3.264185 2.464998 -0.46 -0.18 -0.14
H 0.140126 5.606874 1.322009 -0.22 -0.10 -0.14
H 0.141864 5.061288 2.985301 -0.12 0.03 -0.03
H -0.565859 4.002853 1.776295 -0.04 0.08 -0.22
H -0.865262 1.521250 -1.892922 -0.10 -0.18 -0.07
H 0.036763 0.061954 -1.585079 -0.03 -0.04 -0.09
H 0.747863 0.062603 -4.067351 -0.01 -0.03 0.04
H -0.178653 1.530662 -4.277498 -0.19 -0.11 -0.16
H -1.366479 -1.104882 -3.283203 0.16 -0.11 -0.18
H -1.396527 -0.664687 -4.984713 0.24 0.08 -0.04
H -2.840012 0.707081 -2.658039 0.20 0.28 -0.04
H -3.566637 -0.053929 -4.012612 0.19 -0.15 -0.19
H -2.724293 1.442270 -4.289296 0.12 0.07 0.12
H 3.664425 1.597191 -1.423556 0.08 -0.13 -0.31
H 3.040685 0.292925 -2.431019 -0.16 -0.10 -0.01
H 2.138666 -0.756714 -0.340292 -0.18 0.15 0.34
H 2.531285 0.740735 0.589371 -0.20 -0.24 0.15
H 4.130475 -1.215140 0.897863 -0.13 0.32 0.24
H 4.921122 0.258688 0.391336 -0.02 0.08 -0.15
H 4.000678 -2.064595 -1.408009 0.18 -0.06 -0.05
H 5.673615 -1.872016 -0.823049 -0.09 -0.11 0.18
H 5.026220 -0.734769 -1.955924 -0.10 -0.02 -0.02
B -0.612787 -0.597532 1.354413 0.82 -0.81 0.21
H -0.745355 -0.450582 2.525023 0.24 -0.01 0.90
H -0.827742 0.460545 0.860996 -0.47 0.74 -0.47
H 0.471869 -0.983568 1.035130 -0.04 -0.07 0.01
H -1.451487 -1.378405 1.070513 -0.52 -0.72 -0.62
C -3.394360 3.176921 0.577335 0.21 0.02 0.16
O -3.110691 1.825075 0.495297 0.00 -1.36 0.72
H -4.427554 3.372777 0.899443 0.04 0.08 0.04
H -2.712058 3.708249 1.265810 -0.16 0.02 0.04
H -3.270237 3.666306 -0.401980 -0.05 -0.07 0.01
C 1.841399 -3.319457 4.187528 0.13 -0.46 -1.08
C 2.625912 -2.160433 3.609775 0.47 0.13 0.50
O 3.769974 -2.313503 3.247162 -0.12 0.00 -0.29
C 1.980877 -0.801159 3.655402 -0.31 0.46 0.94
H 2.241288 -3.589574 5.163589 -0.30 0.31 0.23
H 2.044979 -4.197376 3.566866 0.03 0.05 0.00
H 0.769562 -3.138862 4.146974 -0.03 0.01 0.48
H 1.218832 -0.808670 4.441116 -0.14 -0.05 -0.16
H 1.472808 -0.499131 2.744529 0.15 -0.23 -0.12
H 2.679369 -0.022139 3.964652 0.33 -0.18 -0.32
C 0.622500 -2.944389 -1.660952 -0.55 -0.15 -0.23
C 1.707400 -3.908076 -2.069890 0.32 -0.06 -0.01
O 2.617661 -3.552152 -2.781660 0.01 0.05 -0.04
C 1.592539 -5.322856 -1.556608 -0.05 0.42 0.20
H -0.334997 -3.401058 -1.937772 -0.02 0.09 0.11
H 0.718536 -2.008711 -2.208541 0.17 0.01 0.02
H 0.573888 -2.750053 -0.587490 0.15 -0.09 0.01
H 0.588412 -5.695426 -1.765059 0.07 -0.19 0.04
H 1.704577 -5.282733 -0.470083 -0.08 -0.10 0.00
H 2.369469 -5.960555 -1.964788 -0.05 0.01 -0.16
C -5.643827 -2.298246 -0.531687 0.19 0.19 0.11
C -4.212390 -1.842341 -0.528062 -0.06 0.10 -0.48
O -3.803382 -1.039767 0.288862 0.02 0.27 0.83
C -3.324228 -2.355615 -1.622452 0.11 -0.05 0.41
H -6.238209 -1.505017 -0.993860 0.02 0.00 -0.01
H -5.989987 -2.414065 0.493186 -0.06 -0.10 -0.03
H -5.768590 -3.206493 -1.114111 -0.06 -0.07 0.09
H -3.284038 -3.443816 -1.528477 -0.04 0.00 -0.19
H -2.322312 -1.946283 -1.516099 -0.03 0.06 -0.01
H -3.751813 -2.090512 -2.590090 -0.01 -0.11 -0.04
C -2.168772 1.254171 5.514056 0.08 0.07 0.03
C -1.997699 2.158055 4.328401 -0.58 0.05 -0.04
O -1.668807 1.738921 3.229552 -0.50 -0.19 -0.15
C -2.351981 3.611206 4.512450 0.84 -0.45 -0.07
H -1.196859 0.845325 5.797247 0.03 0.13 0.09
H -2.796153 0.392423 5.285012 -0.07 0.08 -0.13
H -2.601924 1.830163 6.327518 0.07 -0.24 0.22
H -3.407936 3.671096 4.776652 -0.05 0.11 -0.14
H -2.093433 4.108511 3.584014 -0.34 0.32 0.04
H -1.780448 4.034818 5.341363 -0.07 0.02 0.03
F -3.793594 -5.151650 0.384379 0.04 0.02 -0.01
C -2.561062 -5.540689 0.797746 -0.14 0.08 0.32
C -1.603228 -4.579589 1.027325 0.39 0.18 0.03
C -0.340768 -4.982657 1.443882 -0.02 0.02 0.15
C -0.057972 -6.324145 1.662836 -0.13 0.16 -0.40
C -1.065319 -7.261018 1.465236 0.38 -0.08 0.04
C -2.330085 -6.876136 1.048402 -0.12 -0.17 0.07
H -1.786161 -3.519435 0.928182 -0.27 0.02 -0.20
H 0.403061 -4.210644 1.607604 0.06 -0.10 0.02
H 0.943252 -6.645972 1.915501 -0.04 0.02 0.18
H -0.826524 -8.304576 1.625147 -0.22 -0.03 0.04
H -3.139201 -7.589867 0.972644 0.03 -0.01 -0.21
```
Positions in Å, forces in eV/Å.

As for the spin multiplicity: 4. For the HOMO energy (spin up / spin down), the calculation gives -9.8 / -10.7 eV. Its expectation value of S² is 3.756. As for the charge: +1.

Here are the Mulliken charges for atoms 1 to 5, given in e: number 1, V, carries 0.3840; number 2, C, carries -1.1591; number 3, C, carries -0.7203; number 4, C, carries -0.2990; number 5, C, carries -1.2121

[2]
The following is a DFT calculation (wB97M-V/def2-TZVPD) of 5 unconnected molecules or ions with the total composition C35H72BrF5N4O22PS5 at a distorted geometry.

XYZ file:
```
145
Properties=species:S:1:pos:R:3:forces:R:3
C -3.174818 -4.800165 3.064011 0.17 0.55 -0.57
C -2.393787 -4.981461 1.783330 -0.60 -0.27 0.50
O -2.019891 -3.672152 1.306321 -0.11 0.35 -0.28
P -0.634196 -3.524929 0.551605 0.58 -0.35 -0.30
O -0.167516 -4.760183 -0.071704 0.18 -0.66 -0.13
C -0.752866 -2.198184 -0.648978 -0.75 0.49 0.48
C -2.052263 -1.379449 -0.643580 0.40 -0.24 -0.39
C -1.953667 -0.105046 0.172442 0.03 -0.36 1.22
N -1.458643 -0.372744 1.536320 0.20 0.31 -0.19
C -0.982574 0.971054 -0.393935 0.14 -0.11 -0.57
C -0.422025 0.814689 -1.808356 0.18 0.29 0.02
C 1.059355 0.442626 -1.847251 0.30 0.57 -0.23
C 2.001886 1.652574 -1.986992 -0.15 0.18 0.21
C 2.890270 1.767808 -0.779103 -0.15 0.27 0.03
O 3.375712 3.116731 -0.604042 0.53 -0.23 0.23
C 4.545553 3.047598 0.109985 -0.25 0.24 2.64
O 4.614507 3.234458 1.316755 -0.24 -0.25 -2.73
N -1.599396 2.316632 -0.292381 0.35 -0.10 -0.08
C -2.212958 2.424814 0.933242 -0.20 -0.09 0.35
N -1.643459 3.153644 1.863416 0.32 0.02 0.56
C -0.438236 3.935361 1.603149 -0.07 0.85 -0.44
O -0.843263 5.257526 1.619302 -0.06 0.16 0.13
C 0.288372 6.118887 1.491199 -0.14 -0.15 0.05
S -2.326986 3.265736 3.472910 -1.07 -0.01 0.70
O -2.692014 1.969706 3.919476 0.35 -0.02 -0.35
O -3.274180 4.326100 3.483203 0.44 0.02 -0.37
C -0.909352 3.788828 4.556777 0.23 0.00 0.06
F -0.506475 5.032869 4.273179 -0.16 -0.62 0.21
F 0.106574 2.913180 4.419365 -0.31 0.34 0.00
C -1.391065 3.737875 6.052890 0.45 0.29 0.51
F -2.487012 4.494961 6.234755 0.92 -0.80 -0.05
F -1.601062 2.472474 6.444789 0.04 1.14 -0.20
F -0.353134 4.260766 6.752278 -1.02 -0.49 -0.31
N -3.348186 1.733773 1.156416 -0.26 0.56 -0.88
C -4.588028 2.533218 1.123185 -0.64 0.13 0.34
C -4.889091 3.197297 -0.211732 0.35 -0.02 -0.60
O -5.981789 4.070441 -0.093997 -0.70 -0.23 0.58
C -7.212250 3.424026 0.049179 -1.38 -1.52 -3.00
C -7.807466 3.520162 1.415140 0.51 0.52 -0.09
O -7.735921 2.837156 -0.909381 1.81 1.64 2.85
C -3.368641 0.496567 0.376467 -0.13 -0.44 -0.11
Br -4.518926 -0.722615 1.363499 -0.11 -0.03 0.00
O 0.363770 -2.938732 1.645132 0.00 0.17 -0.01
C 1.168056 -3.889047 2.379734 0.53 0.41 0.37
C 2.437549 -4.269809 1.659096 -0.30 -0.18 0.13
H -4.180953 -4.505051 2.816157 -0.52 -0.03 0.08
H -2.744991 -3.968470 3.601425 0.25 0.06 0.51
H -3.175649 -5.696498 3.657113 -0.06 -0.33 0.28
H -3.018511 -5.460675 1.049292 -0.13 -0.08 -0.53
H -1.541975 -5.624228 1.922192 0.56 0.02 0.01
H -0.646535 -2.669429 -1.609151 0.10 -0.42 -0.37
H 0.123789 -1.587289 -0.503548 0.29 0.19 0.01
H -2.335087 -1.207338 -1.670768 -0.18 0.37 -0.36
H -2.834379 -2.003182 -0.247528 -0.37 -0.15 0.28
H -1.869421 -1.215939 1.912430 -0.26 -0.07 0.20
H -0.460992 -0.536744 1.532122 0.12 -0.09 -0.02
H -0.139697 1.008462 0.277856 0.34 -0.01 0.33
H -0.475977 1.793904 -2.257472 -0.26 0.35 -0.33
H -1.002405 0.162532 -2.438771 -0.29 -0.34 -0.03
H 1.252643 -0.226090 -2.668529 0.00 -0.46 -0.16
H 1.345264 -0.032302 -0.922808 0.03 -0.65 0.25
H 2.591710 1.580310 -2.884623 0.25 0.03 -0.38
H 1.455942 2.586623 -2.042411 -0.29 0.23 -0.13
H 3.719645 1.070276 -0.826659 0.29 -0.21 -0.02
H 2.310767 1.536624 0.105878 -0.09 -0.15 0.44
H 5.405968 2.765727 -0.501296 0.19 0.02 -0.11
H -2.314288 2.394726 -1.007555 -0.15 -0.04 -0.14
H 0.316226 3.720307 2.347352 0.17 -0.14 0.34
H -0.029399 3.676022 0.635035 -0.04 -0.38 -0.27
H 0.713202 6.001077 0.505489 0.32 0.01 -0.35
H -0.048986 7.127090 1.621787 -0.27 0.44 0.01
H 1.026633 5.904435 2.252997 0.31 -0.11 0.18
H -4.575814 3.314170 1.862916 0.29 0.24 0.39
H -5.413516 1.896901 1.391255 -0.17 -0.52 0.20
H -4.062888 3.827887 -0.511467 0.35 0.25 -0.11
H -5.075562 2.487979 -1.012855 -0.06 -0.30 -0.16
H -7.882852 2.533105 1.840069 -0.32 -0.42 0.05
H -8.766038 4.005268 1.367697 -0.56 -0.10 -0.07
H -7.179837 4.113272 2.059299 0.26 0.22 0.20
H -3.860097 0.603162 -0.580000 -0.21 0.18 -0.31
H 1.444196 -3.374480 3.284686 -0.11 0.25 0.43
H 0.604359 -4.755147 2.684562 -0.49 -0.29 -0.21
H 3.244158 -3.611947 1.934947 0.34 0.30 -0.10
H 2.287880 -4.289760 0.594859 -0.01 0.01 -0.45
H 2.696101 -5.270811 1.963698 0.29 -0.39 0.08
O 0.587780 -2.673691 -5.839529 -0.06 0.15 0.15
S -0.316344 -3.569010 -6.503564 0.15 -0.35 -0.25
O -1.688823 -3.599301 -6.102364 -0.09 0.18 0.11
O 0.286430 -5.029958 -6.462354 -0.02 0.10 -0.08
C 0.692672 -5.551547 -5.177300 0.16 -0.26 0.56
C -0.478201 -6.015917 -4.339203 -0.27 0.16 -0.07
C -0.220221 -3.343217 -8.243613 0.01 0.04 -0.05
H 1.288359 -4.801063 -4.655120 -0.04 0.10 -0.10
H 1.352855 -6.385917 -5.401590 -0.04 0.01 -0.24
H -1.101530 -5.174507 -4.037024 0.02 0.01 0.03
H -0.122024 -6.513105 -3.436970 0.08 -0.01 -0.02
H -1.107525 -6.703588 -4.902537 0.07 -0.08 -0.02
H 0.823936 -3.353575 -8.540778 0.02 -0.02 0.01
H -0.672608 -2.380152 -8.467710 -0.02 0.02 0.04
H -0.773285 -4.143812 -8.726404 -0.01 -0.03 0.02
O -1.853288 -8.543929 -6.495929 0.05 0.24 0.07
S -1.471169 -9.029271 -7.787963 -0.09 -0.45 -0.10
O -0.668072 -8.221052 -8.650584 0.07 0.20 0.07
O -2.775024 -9.497397 -8.559360 0.05 -0.04 -0.02
C -3.867729 -8.556596 -8.663007 -0.37 0.35 -0.08
C -3.626172 -7.498357 -9.720293 0.23 -0.01 0.03
C -0.728881 -10.614607 -7.624232 -0.01 -0.06 0.00
H -4.058047 -8.111475 -7.685694 0.12 -0.05 0.05
H -4.733598 -9.160941 -8.922320 0.09 -0.16 0.00
H -2.811875 -6.833424 -9.436153 -0.01 0.01 0.02
H -4.526410 -6.899530 -9.856362 -0.05 -0.04 0.02
H -3.359894 -7.959784 -10.670360 -0.06 -0.02 -0.03
H -1.361767 -11.234763 -6.996738 -0.02 0.00 0.01
H 0.242040 -10.464904 -7.158580 0.01 0.05 0.01
H -0.610683 -11.047735 -8.613164 0.01 0.01 -0.02
O 4.436213 -1.085411 5.869559 0.02 -0.18 0.06
S 5.028200 0.217016 5.852583 -0.11 0.25 -0.17
O 6.111865 0.526086 6.726936 0.13 -0.12 0.09
O 3.874646 1.293515 6.047537 -0.01 0.05 -0.13
C 3.000228 1.120757 7.184969 -0.23 -0.05 0.45
C 3.637908 1.568305 8.484350 0.20 -0.05 -0.06
C 5.467895 0.647920 4.205546 -0.02 0.06 -0.08
H 2.671436 0.081804 7.236198 0.10 -0.03 -0.08
H 2.128399 1.729743 6.962544 0.00 0.10 -0.17
H 4.464797 0.918407 8.764825 -0.01 -0.02 0.00
H 2.899518 1.547509 9.285671 -0.06 0.01 -0.03
H 4.030420 2.580021 8.389512 -0.06 0.04 0.01
H 4.622723 0.446712 3.553983 -0.02 0.01 0.00
H 6.317636 0.027925 3.930390 0.02 -0.04 0.06
H 5.742886 1.698442 4.174989 0.00 0.02 0.02
O 4.336923 8.565686 0.378377 -0.21 0.08 -0.05
S 4.786758 7.594835 1.326281 0.36 -0.08 0.07
O 3.881749 7.101845 2.319134 -0.31 -0.06 -0.01
O 6.095999 8.127661 2.033329 0.05 -0.07 -0.02
C 6.059678 9.451430 2.621862 -0.02 0.46 0.25
C 5.341180 9.476303 3.955139 -0.14 -0.20 -0.07
C 5.524594 6.235449 0.490494 0.21 0.10 -0.08
H 5.617498 10.151207 1.912426 -0.05 -0.11 -0.08
H 7.103279 9.727970 2.747589 0.07 -0.16 -0.08
H 4.276585 9.280353 3.837226 -0.01 0.02 -0.02
H 5.459116 10.454930 4.418958 0.06 0.03 -0.02
H 5.745808 8.716498 4.622704 0.06 0.04 0.03
H 6.237457 6.625089 -0.231085 0.02 0.02 0.01
H 4.732754 5.697120 -0.019036 -0.14 0.07 0.01
H 6.011847 5.597501 1.221021 -0.03 -0.03 0.04
```
Positions in Å, forces in eV/Å.

For the HOMO energy, the calculation gives -12.1 eV. As for the charge: +1.

Here are the Mulliken charges for atoms 1 to 5, given in e: number 1, C, carries -1.1759; number 2, C, carries -0.3359; number 3, O, carries -0.3505; number 4, P, carries 0.6221; number 5, O, carries -0.8642